A cluster of 3 separate species, C19H21BCl2F2NO in total. Source: OMol25; level of theory: ωB97M-V/def2-TZVPD.

## Properties
E_HOMO, eV: -4.8
Total charge: -1
Gap between HOMO and LUMO, eV: 7.12
LUMO energy, Eh: 0.0864

```
47
Properties=species:S:1:pos:R:3:forces:R:3
H 4.35904 -1.69001 0.02718 -0.06 0.01 0.06
C 0.94847 2.62149 2.75170 0.68 0.47 0.00
C 0.96992 3.87923 3.33508 -0.17 0.05 0.10
Cl -4.01677 0.93637 -0.05460 1.52 -1.15 -0.14
H 5.78397 -3.64578 3.57829 -0.09 0.07 -0.05
H -3.67438 -0.41864 -6.30820 -1.35 0.27 0.81
H 4.11777 2.46349 1.58083 -0.11 0.00 0.04
C -2.49821 -0.08260 -0.17373 2.43 -2.26 -1.40
H -5.12325 0.78046 -6.20994 0.81 -1.41 0.52
H 6.03679 -3.13660 1.16708 -0.11 0.05 0.02
C -3.69969 -0.14079 -3.41564 -1.07 0.85 -0.41
C 3.21249 -1.38914 1.80952 0.54 -0.53 0.38
C 3.99020 -2.47941 3.79792 0.12 0.03 -0.31
H -5.90234 -0.08538 -3.97726 1.33 -0.70 -0.66
C -4.73663 -0.26516 -5.92091 -1.20 -0.48 -0.35
O -3.07781 -2.68025 -3.04065 3.10 -0.69 -4.65
C 5.20130 -2.72576 1.72389 -0.23 0.09 0.28
C 3.27190 4.12031 2.66323 0.04 0.06 0.02
H -4.08379 0.79521 -2.84792 0.84 -1.53 -0.75
H -0.32541 0.12184 0.61197 -1.62 -0.12 0.43
C -1.39784 0.17480 0.99408 -1.80 -0.12 -0.26
H 0.07702 4.26295 3.81506 0.03 -0.06 -0.04
C 3.23664 2.85791 2.07644 -0.25 0.22 0.21
C 4.26961 -1.91519 1.08358 0.02 0.08 -0.19
C -2.18671 -2.51710 -4.10882 1.45 2.47 0.78
H 2.02706 1.11142 1.68073 -0.10 0.63 0.20
C -2.31377 -1.06528 -1.20912 -0.43 3.14 3.16
C -4.94663 -0.59443 -4.36176 0.44 0.05 -0.41
C 2.14016 4.63075 3.29526 0.10 -0.29 -0.18
H -4.46312 -1.57681 -1.80618 -0.24 -0.26 0.22
B -3.42369 -1.38639 -2.38449 0.13 1.30 0.62
C 5.05890 -3.00950 3.08039 0.04 -0.02 -0.01
Cl -0.70487 -1.99285 -1.07841 -1.53 0.86 -0.14
H -1.62206 -0.64366 1.78402 0.76 1.32 -1.14
C 2.07020 2.10114 2.12533 -0.10 -0.20 -0.12
N -1.32711 -2.09152 -4.85862 -4.23 -2.64 3.11
F -0.17754 1.89429 2.79392 0.26 0.21 0.40
C 3.06436 -1.65989 3.16067 -0.17 0.11 0.08
H 2.23108 -1.23137 3.70535 0.01 -0.02 -0.09
H 3.87835 -2.70463 4.85333 -0.02 0.05 -0.11
F 2.31655 -0.60328 1.19320 0.02 -0.56 -0.28
H -2.78438 0.20841 -4.00762 -1.26 -0.61 0.49
H -1.56755 1.18871 1.48302 0.00 -1.57 -0.95
H 2.17047 5.61293 3.75522 -0.04 -0.10 -0.05
H 4.18333 4.70924 2.62874 -0.10 -0.06 0.00
H -5.15202 -1.73048 -4.28531 0.54 1.77 0.02
H -5.41002 -1.00903 -6.50585 1.07 1.22 0.71
```
Forces are in eV/Å.

---

A structure of composition C19H21BCl2F4FeN5O6. Source: OMol25; level of theory: ωB97M-V/def2-TZVPD.

## Properties
E_HOMO (alpha / beta), eV: -6.5 / -6.5
Total charge: -1
Gap between HOMO and LUMO (alpha / beta), eV: 9.03 / 8.99
LUMO energy (alpha / beta), Eh: 0.0918 / 0.0917
Spin multiplicity: 5

```
59
Properties=species:S:1:pos:R:3:forces:R:3
C 0.13952 0.55278 4.51404 0.05 -0.04 -0.05
O -0.44500 2.48568 -2.18382 -0.51 -0.01 0.17
N -3.21022 2.66378 3.47764 -0.07 0.01 0.02
H 2.53537 -2.33524 0.58029 -0.07 0.02 0.02
C -1.24264 0.11244 -3.42470 0.00 -0.08 -0.01
C -0.39315 -0.54863 -4.29624 -0.04 -0.10 -0.02
Fe -1.66269 1.48289 -0.41437 0.02 -0.38 0.23
H -3.82752 2.87121 1.43233 0.00 0.08 0.08
N -2.09309 1.73884 1.81165 0.00 0.15 -0.71
C 0.59359 2.25309 -1.54303 0.31 0.24 -0.07
O 0.67183 1.52890 -0.52804 -0.50 -0.15 0.26
H 1.26408 -5.32128 -0.68323 -0.02 0.00 0.09
H -1.82135 0.96868 -3.74278 0.08 0.04 0.01
H 4.23646 -2.30225 -1.22072 -0.02 0.04 -0.03
H 1.47604 -1.30937 -0.37187 -0.10 0.01 0.03
H 4.19064 -4.45353 -0.86465 0.02 -0.04 -0.01
H 1.58940 3.97852 -2.39082 -0.09 -0.02 0.00
C -0.56357 1.13128 5.57902 -0.03 0.03 0.07
C 3.39693 -1.60699 -1.26089 -0.03 -0.10 0.04
C -1.43940 1.44095 2.98926 -0.06 0.06 0.18
N -1.39668 -0.26038 -2.15474 0.23 0.36 0.25
C 3.35432 -5.11455 -1.09118 -0.08 0.05 0.06
H 3.58814 -6.10655 -0.70095 0.02 0.00 -0.01
C 0.31771 -1.64296 -3.83259 0.00 0.01 -0.01
O -2.41954 -0.62137 0.49594 -0.02 0.14 -0.08
O -3.84011 0.71844 -0.40886 0.44 0.35 0.03
C -1.70970 1.87628 5.37379 -0.07 0.06 0.04
C 0.76146 -3.33869 -2.04046 -0.09 -0.04 0.00
H -2.24789 2.32364 6.20003 0.02 -0.01 0.01
F -2.90028 5.31747 1.11874 -0.01 -0.04 -0.02
H 1.03331 -0.01907 4.72902 0.01 0.01 -0.03
H 3.72383 -0.64078 -0.88745 0.06 0.15 0.01
O 0.43311 -4.38027 -2.59759 0.11 0.11 -0.05
C 0.16028 -2.04268 -2.51348 -0.04 -0.02 -0.05
B -1.66970 4.82570 0.67230 0.14 -0.05 0.13
C -2.13576 2.02419 4.06020 0.25 -0.20 -0.17
C 1.85090 2.96975 -2.09591 -0.21 -0.12 0.15
Cl 2.37031 2.11880 -3.57198 0.08 -0.10 -0.10
C -0.28363 0.69981 3.20755 -0.05 0.05 -0.02
C 2.05639 -4.60753 -0.46753 0.06 -0.11 -0.11
F -0.98822 5.74733 -0.10008 -0.05 -0.04 0.00
C 2.21440 -2.10442 -0.43617 0.12 0.05 -0.25
H -0.19726 0.99427 6.58864 0.00 0.00 0.00
Cl 3.17282 3.08843 -0.93708 0.08 -0.08 0.06
H 3.24220 -5.18598 -2.17299 0.02 0.00 0.00
N 1.61451 -3.31986 -0.98500 -0.13 -0.01 0.17
O -4.54328 -1.00165 0.71348 0.30 0.24 -0.19
H -0.30422 -0.22022 -5.32222 0.02 0.04 0.01
H 0.24916 0.27752 2.36558 0.03 -0.03 0.04
H 2.16275 -4.51710 0.61529 -0.02 0.02 0.00
H -0.93117 -1.61620 -0.69727 0.17 0.06 0.00
H -3.88298 3.25142 3.93221 -0.03 0.04 0.00
C -0.71092 -1.31444 -1.71511 -0.12 -0.21 -0.01
C -3.12346 2.46521 2.13985 0.07 -0.10 0.07
H 0.97573 -2.20009 -4.48814 -0.02 -0.01 -0.01
H 3.10019 -1.48700 -2.30329 0.01 0.07 -0.02
N -3.62319 -0.32572 0.27803 -0.18 -0.24 0.11
F -0.90006 4.37970 1.74934 -0.07 0.08 -0.14
F -1.96866 3.65780 -0.17897 -0.02 -0.28 -0.14
```
Forces are in eV/Å.

---

A structure of composition C19H21BF4N3NiO3P. Source: OMol25; level of theory: ωB97M-V/def2-TZVPD.

## Properties
E_HOMO (alpha / beta), eV: -6.9 / -6.8
Total charge: 0
Gap between HOMO and LUMO (alpha / beta), eV: 6.33 / 6.09
LUMO energy (alpha / beta), Eh: -0.0192 / -0.0280
ΔE to the lowest compared entry with this formula, charge and spin, kJ/mol: 0.00
Spin multiplicity: 3

```
53
Properties=species:S:1:pos:R:3:forces:R:3
N -1.47040 1.58439 -0.16338 1.25 3.91 -0.42
C -0.67944 2.53460 0.42968 -1.13 -1.62 -0.91
H 7.02157 -4.42243 5.09356 -1.00 -0.08 -0.36
C -2.26096 0.65023 -5.45323 0.21 0.56 2.45
N 0.44255 -2.24903 1.97419 2.07 1.01 1.17
H 1.23394 -4.17196 2.69190 1.29 0.24 1.03
H -0.63964 3.54115 0.03784 -0.49 -0.14 -0.08
C -2.36015 -0.52697 -0.63754 3.61 -1.81 2.68
C 4.35312 -2.40201 4.40585 1.17 -0.25 0.67
C -1.42546 0.32269 0.15037 -0.10 -1.58 0.83
H 6.34777 -6.00986 5.39035 -0.76 0.52 0.18
B -3.13991 4.55236 -1.10672 -0.35 -0.25 -2.07
O 4.92226 -4.43461 5.49214 0.72 -0.81 1.30
N 1.53111 -1.60202 2.27257 -2.74 -0.43 -0.97
H -2.88686 -2.51251 -0.97012 -0.32 -0.81 -0.23
H -3.20362 0.11571 -5.07575 1.53 0.58 -0.89
H 5.14547 -1.87839 4.89035 0.72 0.07 0.25
C 2.14130 -3.76220 3.21978 -0.94 1.89 -0.48
H 0.67089 2.93264 1.99258 -0.21 -0.30 0.15
H -0.07345 3.00731 -5.17356 -1.31 -0.76 1.29
C -0.53520 -1.53978 1.35356 -0.71 -0.90 -0.88
H 3.71820 -0.61729 3.42244 -0.40 -1.06 -0.09
H 0.64852 0.50449 2.71823 1.18 -0.12 1.04
C -0.68804 2.73460 -4.22209 2.24 -0.55 -1.16
H -1.44636 -3.42162 0.96020 -0.04 0.86 -0.52
H -4.08255 3.80011 -4.97171 0.40 -0.14 -0.60
H -1.30670 0.21465 -4.97906 -1.54 0.13 -1.03
C -1.47996 -2.35057 0.65704 1.92 -0.68 1.41
C -3.12857 3.65396 -5.52166 -0.08 0.79 -0.34
O -3.02381 -0.00895 -1.52823 -1.98 1.58 -2.42
C 2.41175 -2.36825 3.00688 1.35 -0.57 0.21
C 0.07745 2.15978 1.50465 1.07 0.62 0.33
C 3.54390 -1.70847 3.57253 -2.60 0.70 -1.54
H -3.29347 3.65850 -6.64457 0.36 -0.48 1.46
O -3.32079 2.05452 -3.45731 0.17 0.28 0.61
Ni -2.54081 1.89689 -1.74774 -0.14 -0.26 0.64
C 4.12775 -3.71660 4.67747 -2.76 -0.99 -1.06
C -0.52955 -0.14363 1.15060 -1.01 0.32 -0.96
C 0.17770 0.84016 1.85090 -1.09 -0.40 -0.33
H 5.89437 -5.23942 3.85920 0.45 0.33 0.67
F -3.73971 3.21029 -0.99370 -0.89 0.81 0.52
H -2.18202 0.79957 -6.51333 0.04 -0.39 -0.49
F -3.91352 5.39413 -1.90214 0.61 -0.97 -0.02
F -1.86059 4.13755 -1.77144 -0.65 0.30 -0.02
C 2.89824 -4.34685 4.16552 3.08 -0.28 1.15
F -2.91323 5.09753 0.06505 0.59 0.37 1.80
H -0.67104 3.65552 -3.65325 0.21 -0.18 0.73
H -2.52994 4.55024 -5.27310 -0.22 -0.24 -0.22
C 6.08905 -5.03020 4.94001 0.75 -0.33 -0.99
P -2.35259 2.29889 -4.57914 -1.56 -1.07 -3.14
H 2.71085 -5.31967 4.56843 -0.10 -0.64 -0.11
H -0.19776 1.79150 -3.78592 -0.44 1.73 -0.13
C -2.23163 -1.91067 -0.38920 -1.40 1.50 -0.12
```
Forces are in eV/Å.

---

A structure of composition C19H21BFeO7. Source: OMol25; level of theory: ωB97M-V/def2-TZVPD.

## Properties
E_HOMO (alpha / beta), eV: -14.3 / -14.3
Total charge: +2
Gap between HOMO and LUMO (alpha / beta), eV: 7.17 / 5.43
LUMO energy (alpha / beta), Eh: -0.2634 / -0.3272
ΔE to the lowest compared entry with this formula, charge and spin, kJ/mol: 0.00
Spin multiplicity: 5

```
49
Properties=species:S:1:pos:R:3:forces:R:3
C -3.63335 4.17611 4.05691 -8.84 0.48 0.28
O -2.36957 6.42973 1.93963 1.50 -2.74 3.37
H -0.60639 0.80158 -1.82549 -0.16 0.24 1.25
C 0.46874 -6.61307 -0.78272 0.08 -0.48 -0.12
O -1.95805 6.25658 6.06900 1.13 -3.20 -2.84
H -0.32663 -3.45488 -4.16153 0.01 0.01 -0.03
O 2.24140 -1.68484 -1.23067 -1.42 0.45 -0.54
C -0.08553 -3.93197 -3.22663 -0.80 -1.92 -0.34
H 1.42065 -6.59635 -0.23912 -0.27 0.12 -0.03
O 0.64416 -4.18894 -1.12947 -0.33 -0.17 -0.18
H 2.27316 2.32513 -0.71019 -0.10 -0.12 -0.27
H -0.36377 -6.71475 -0.07431 0.17 0.07 0.03
C -1.14813 -0.21317 1.87379 -0.19 -0.85 1.66
H -1.73985 -0.32405 3.93953 0.25 0.25 -0.50
C 2.63581 -0.33181 -1.15708 0.16 0.31 -0.38
C -0.83593 0.64545 0.71765 -0.33 2.56 0.74
H 2.35555 0.42330 -3.86433 -0.22 0.25 0.46
H -0.51422 -6.11213 -3.55047 0.12 0.17 0.22
H 0.58317 0.73108 -3.74423 0.29 -0.29 -0.20
Fe -1.87940 4.35413 3.91247 3.60 -5.02 -1.62
C -0.40960 2.48406 2.49104 -0.82 -0.54 1.46
H 3.58282 -0.17478 -1.71194 -0.29 0.00 0.33
H -1.75014 0.90295 0.15050 0.46 -0.63 -0.01
C 0.14726 0.17702 -1.30959 -0.34 -2.04 -4.95
O -0.15681 -1.13860 -1.47966 0.25 3.66 0.72
H 2.79580 -0.05107 -0.10069 -0.04 0.03 -0.29
C 0.28508 -5.42978 -1.61507 0.46 0.88 0.72
H 0.09850 3.43549 2.74973 -0.37 -0.45 0.06
H -0.42303 2.74085 0.38531 0.15 0.00 0.09
H -1.31037 2.10860 4.39929 0.40 -0.49 -0.10
C 1.43412 0.16335 -3.31665 -0.44 -0.50 -0.46
C 0.42235 -3.26860 -2.11397 1.90 -0.86 -0.14
O 1.24682 -1.24146 -3.44608 -0.49 0.59 1.27
C 1.87509 2.06147 -1.69962 0.06 0.20 -0.10
C -1.36800 0.31046 3.12417 -0.01 -1.05 -1.62
H 0.94604 1.84628 0.99981 -0.14 0.16 0.22
H -1.29085 -1.29215 1.72894 -0.05 0.52 -0.05
C 1.55408 0.58187 -1.82259 0.56 -0.50 1.63
C -1.07163 1.69720 3.40313 0.78 2.11 -0.47
C -2.02402 5.68105 2.76336 -1.51 5.48 -6.09
H -0.05464 0.19003 -0.06586 -0.47 0.21 2.26
H 0.98881 2.68131 -1.89807 0.25 -0.07 -0.04
C -1.71597 5.41929 5.29774 -0.68 5.72 6.32
H 0.44633 -7.48510 -1.44806 0.01 0.12 0.29
B 1.03896 -1.75390 -2.08564 1.25 -2.67 -0.07
C -0.17661 -5.30671 -2.90555 -0.33 1.49 -1.42
C -0.13914 1.98238 1.12276 0.32 -0.41 -0.99
H 2.64765 2.31369 -2.44247 -0.28 0.02 0.28
O -4.78074 4.38767 4.03298 4.76 -1.12 0.20
```
Forces are in eV/Å.

---

A structure of composition C19H21Cl3CoN3O4P. Source: OMol25; level of theory: ωB97M-V/def2-TZVPD.

## Properties
E_HOMO (alpha / beta), eV: -10.6 / -10.6
Total charge: +1
Gap between HOMO and LUMO (alpha / beta), eV: 6.39 / 4.24
LUMO energy (alpha / beta), Eh: -0.1550 / -0.2338
ΔE to the lowest compared entry with this formula, charge and spin, kJ/mol: 182.20
Spin multiplicity: 5

```
52
Properties=species:S:1:pos:R:3:forces:R:3
H 1.25624 -1.39807 -1.45312 0.98 -1.24 -0.08
C -1.14288 2.60861 -1.35398 1.04 -0.16 1.14
C -2.61194 -2.50332 -1.79356 -1.00 -0.96 -0.81
C -1.14665 -2.09520 -1.83419 0.92 -1.79 -0.63
C 1.55797 -4.22666 1.93216 0.80 -1.38 -1.50
C -0.05836 -2.51013 1.89140 -0.71 0.70 0.02
C 1.42658 -2.58466 0.11896 -0.16 -0.06 1.38
H -1.78549 4.45588 -2.30460 -0.04 -0.44 0.78
O -1.40874 0.03579 1.75104 -3.97 3.15 -0.02
Cl -3.69539 -1.62983 -2.94830 0.37 0.29 -0.03
H 3.45263 1.33517 -2.94395 0.11 -0.42 0.18
N 1.94641 -2.05174 -1.01633 -1.59 2.33 1.30
H -2.82698 -3.57895 -2.05237 0.78 1.17 0.62
O -0.87454 -0.88074 -1.57001 0.02 1.65 0.55
C 3.27380 0.44196 -2.32601 1.82 0.79 1.58
H 2.93171 -4.14387 0.23748 -0.62 0.05 0.17
H -3.02465 -2.22221 -0.84040 -0.05 -0.23 0.56
C -2.24295 1.98366 0.61068 0.11 0.50 -1.25
C 3.50974 2.62446 -0.18508 0.51 0.71 -0.14
H 4.55361 2.73666 -0.47991 -0.03 0.34 -0.23
N -1.24551 1.80127 -0.28713 -0.86 0.82 -0.19
Co -0.29067 0.10434 0.19147 1.91 -2.56 -1.74
C -4.33506 2.97878 1.31422 0.25 -0.95 0.48
H 3.86561 -0.98953 0.63372 0.09 -0.38 -0.28
C -3.18339 3.02316 0.49083 1.11 -0.11 -0.77
P 2.98329 0.95771 -0.55166 1.37 -0.12 -0.30
H 1.96960 -5.16397 2.34446 -0.03 0.70 -0.21
H -0.24324 -4.12187 3.19006 0.75 -0.03 0.45
C 4.03437 0.07556 0.65490 0.16 -0.03 -0.64
H 2.51932 -2.62499 -1.56565 0.38 -0.80 -1.00
H 5.10716 0.31345 0.52827 -0.54 -0.15 -0.07
H -0.32120 2.31524 -2.03704 -0.84 0.40 0.24
H 2.43365 -0.08639 -2.67322 -1.21 -0.44 -0.34
C 2.02327 -3.73913 0.70655 0.19 0.68 0.53
C -4.54125 1.92000 2.20359 0.90 1.35 0.28
N 0.39154 -1.90235 0.76065 1.64 -1.47 0.24
C -1.90219 3.78315 -1.43354 -0.54 -0.03 -0.39
O -0.29482 -2.96469 -2.07264 -1.36 0.58 -0.07
C 0.44016 -3.66716 2.48042 -1.75 1.20 -0.33
C -3.60114 0.89011 2.29588 -1.03 0.35 -0.20
H -0.91815 -2.00068 2.37494 0.69 -0.49 -0.49
H 4.12531 -0.27060 -2.33667 -0.29 0.67 -0.20
H -5.25329 2.09634 3.00028 -0.55 -0.68 -0.38
O 1.53573 0.88747 -0.25995 -2.18 -0.22 0.53
C -2.39713 0.93160 1.56593 2.87 -2.54 1.05
Cl -4.02621 -0.49266 3.13705 0.18 -0.51 0.66
C -2.92900 3.98444 -0.50670 -0.23 -0.36 -1.11
H 2.87997 3.45526 -0.50581 0.08 -0.31 -0.77
H 3.50009 2.78192 0.88477 0.03 -0.51 0.51
Cl -5.47552 4.17656 1.10255 -0.81 0.63 0.31
H 3.72967 0.39057 1.64329 -0.14 0.37 0.23
H -3.67110 4.76027 -0.71376 0.48 -0.04 0.37
```
Forces are in eV/Å.